Below is 2 unconnected molecules or ions with the total composition C3H9N2O at a distorted geometry, with properties calculated with wB97M-V/def2-TZVPD.

The geometry in ORCA input format:
```
! RIJCOSX wB97M-V def2-TZVPD def2/J DEFGRID3
* xyz 1 1
C -1.169 -0.576 -0.376
C -0.863 0.864 0.069
C -1.097 -1.756 0.600
N -0.102 1.815 0.337
N 2.123 0.691 -0.331
O -2.106 0.567 -0.133
H -1.125 -0.775 -1.505
H -1.342 -1.508 1.629
H -0.177 -2.234 0.427
H -1.874 -2.437 0.307
H 1.272 1.256 0.075
H -0.600 2.731 0.527
H 2.840 0.376 0.317
H 2.550 1.140 -1.231
H 1.670 -0.152 -0.714
*
```

Relative energy (zero: lowest compared OMol25 entry of this formula, charge and spin), kJ/mol: 262.1
LUMO, eV: -3.583
Kohn-Sham gap, eV: 11.40
E_tot, eV: -8276.3576
Maximum force, eV Å⁻¹: 3.19



Below is 2 unconnected molecules or ions with the total composition C3H9N2O2 at a distorted geometry, with properties calculated with wB97M-V/def2-TZVPD.

The geometry in ORCA input format:
```
! RIJCOSX wB97M-V def2-TZVPD def2/J DEFGRID3
* xyz -1 1
C -0.745 0.767 -2.148
C 0.602 1.298 -1.665
N 1.499 0.226 -1.335
H -1.169 0.160 -1.345
H -1.356 1.645 -2.403
H -0.686 0.126 -3.044
H 1.004 1.837 -2.501
H 0.463 2.016 -0.844
H 2.524 0.425 -1.216
H 1.141 -0.290 -0.467
N -0.938 -1.057 2.479
C -0.314 -0.593 1.290
O 0.505 -1.393 0.706
O -0.543 0.604 1.005
H -1.784 -0.548 2.740
H -1.024 -2.071 2.522
*
```

Relative energy (zero: lowest compared OMol25 entry of this formula, charge and spin), kJ/mol: 27.5
LUMO, eV: 4.393
Kohn-Sham gap, eV: 8.53
E_tot, eV: -10334.0898
Maximum force, eV Å⁻¹: 2.00



Below is a gas-phase ion, C3H9N2O2 (charge +1) at a distorted geometry, with properties calculated with wB97M-V/def2-TZVPD.

The geometry in ORCA input format:
```
! RIJCOSX wB97M-V def2-TZVPD def2/J DEFGRID3
* xyz 1 1
C -0.063 -0.030 1.878
C -1.692 -1.501 -1.995
C 0.794 1.754 -0.945
N -0.820 -0.594 -0.159
N 0.036 0.018 0.494
O -0.604 -0.901 -1.453
O 1.113 0.643 -0.021
H 0.977 -0.443 2.307
H -1.056 -0.245 2.417
H -0.046 1.039 2.256
H -2.568 -0.837 -2.172
H -1.995 -2.394 -1.404
H -1.314 -1.806 -2.985
H 1.665 2.523 -0.749
H -0.150 2.135 -0.509
H 0.691 1.548 -2.025
*
```

Relative energy (zero: lowest compared OMol25 entry of this formula, charge and spin), kJ/mol: 735.0
SMILES string: CO/N=[N+](/C)OC
LUMO, eV: -5.372
Kohn-Sham gap, eV: 10.28
E_tot, eV: -10319.2348
Maximum force, eV Å⁻¹: 6.14



Below is a molecular structure, C3H9N2O2 at a distorted geometry, with properties calculated with wB97M-V/def2-TZVPD.

The geometry in ORCA input format:
```
! RIJCOSX wB97M-V def2-TZVPD def2/J DEFGRID3
* xyz 1 1
C -1.657 -0.377 -0.854
C -1.960 0.708 0.008
N -1.292 0.553 1.100
C -0.291 -0.472 0.909
N -0.729 -1.118 -0.327
H -2.112 -0.721 -1.771
H -2.820 1.365 -0.017
H -0.995 1.328 1.695
H -0.273 -1.222 1.701
H 0.258 -1.186 -0.989
H 0.691 0.005 0.712
H 2.089 -1.258 -1.692
O 1.491 -0.851 -1.057
H 2.235 0.466 -0.263
H 3.121 1.579 0.455
O 2.242 1.201 0.390
*
```

Relative energy (zero: lowest compared OMol25 entry of this formula, charge and spin), kJ/mol: 425.2
LUMO, eV: -7.151
Kohn-Sham gap, eV: 7.02
E_tot, eV: -10322.4455
Maximum force, eV Å⁻¹: 4.53



Below is 3 unconnected molecules or ions with the total composition C3H9N2O2 at a distorted geometry, with properties calculated with wB97M-V/def2-TZVPD.

The geometry in ORCA input format:
```
! RIJCOSX wB97M-V def2-TZVPD def2/J DEFGRID3
* xyz 1 1
C -1.640 -1.059 3.223
C 1.585 -0.711 -1.031
C 1.768 1.743 -1.319
N -2.110 -0.273 0.517
N 1.177 0.653 -0.954
O -1.440 -1.088 4.333
O -0.084 0.801 -0.629
H 2.328 -0.864 -1.755
H 2.040 -1.086 -0.187
H 0.593 -1.228 -1.128
H 2.815 1.624 -1.678
H -2.687 0.624 0.506
H 1.259 2.627 -1.151
H -2.420 -0.979 -0.260
H -2.085 -0.866 1.326
H -1.099 0.081 0.188
*
```

Relative energy (zero: lowest compared OMol25 entry of this formula, charge and spin), kJ/mol: 391.9
LUMO, eV: -3.182
Kohn-Sham gap, eV: 10.27
E_tot, eV: -10322.7908
Maximum force, eV Å⁻¹: 4.41



Below is 2 unconnected molecules or ions with the total composition C3H9N2O4P at a distorted geometry, with properties calculated with wB97M-V/def2-TZVPD.

The geometry in ORCA input format:
```
! RIJCOSX wB97M-V def2-TZVPD def2/J DEFGRID3
* xyz 0 1
C 1.331 -0.147 -0.851
C -0.154 0.404 -0.320
C -0.455 1.998 -0.554
N -0.973 -0.506 0.300
P -2.662 -0.403 -0.261
O -2.868 0.296 -1.842
H 1.981 0.798 -1.138
H 1.858 -0.613 0.106
H 1.247 -0.889 -1.753
H -0.468 2.201 -1.726
H -1.437 2.400 -0.061
H 0.487 2.582 -0.111
H -3.163 -1.780 -0.335
H -3.422 0.260 0.791
H -3.620 0.976 -1.722
N 3.080 -1.894 2.369
O 3.633 -0.833 2.038
O 2.575 -2.628 1.503
O 3.031 -2.221 3.566
*
```

Relative energy (zero: lowest compared OMol25 entry of this formula, charge and spin), kJ/mol: 1020.5
LUMO, eV: -2.240
Kohn-Sham gap, eV: 4.26
E_tot, eV: -23706.8381
Maximum force, eV Å⁻¹: 4.79



Below is a molecular structure, C3H9N2OP at a distorted geometry, with properties calculated with wB97M-V/def2-TZVPD.

The geometry in ORCA input format:
```
! RIJCOSX wB97M-V def2-TZVPD def2/J DEFGRID3
* xyz 0 1
C 2.288 0.172 -0.205
C 1.482 -0.607 0.465
C -0.013 -1.601 -0.422
N -1.060 1.343 -0.871
N -1.197 0.116 1.484
O -2.667 -0.603 -0.412
P -1.100 -0.286 -0.139
H 2.926 0.636 0.442
H 2.227 0.259 -1.263
H 1.649 -0.773 1.574
H 0.340 -1.860 -1.319
H -1.846 2.023 -0.725
H -0.211 1.787 -0.599
H -0.292 0.132 1.936
H -1.901 -0.526 2.019
H -2.783 -1.425 -0.918
*
```

Relative energy (zero: lowest compared OMol25 entry of this formula, charge and spin), kJ/mol: 355.2
LUMO, eV: 0.802
Kohn-Sham gap, eV: 8.91
E_tot, eV: -17570.5313
Maximum force, eV Å⁻¹: 6.99



Below is 2 unconnected molecules or ions with the total composition C3H9N2OS at a distorted geometry, with properties calculated with wB97M-V/def2-TZVPD.

The geometry in ORCA input format:
```
! RIJCOSX wB97M-V def2-TZVPD def2/J DEFGRID3
* xyz -1 1
C 1.756 0.652 0.628
C 0.410 1.164 1.068
S -0.853 1.277 -0.209
N 2.416 1.378 -0.466
H 1.678 -0.394 0.320
H 2.459 0.667 1.473
H 0.529 2.168 1.504
H 0.083 0.560 1.927
H 2.761 2.259 -0.130
H 1.666 1.622 -1.117
C -1.769 -2.384 -0.991
N -2.595 -1.358 -0.717
O -2.096 -3.558 -1.069
H -0.734 -2.015 -1.078
H -3.554 -1.617 -0.596
H -2.156 -0.422 -0.546
*
```

Relative energy (zero: lowest compared OMol25 entry of this formula, charge and spin), kJ/mol: 92.1
LUMO, eV: 3.924
Kohn-Sham gap, eV: 7.18
E_tot, eV: -19121.6427
Maximum force, eV Å⁻¹: 1.06



Below is 2 unconnected molecules or ions with the total composition C3H9N2S at a distorted geometry, with properties calculated with wB97M-V/def2-TZVPD.

The geometry in ORCA input format:
```
! RIJCOSX wB97M-V def2-TZVPD def2/J DEFGRID3
* xyz -1 1
C -1.471 -1.240 0.975
S -2.066 -0.625 -0.589
H -2.302 -1.711 1.539
H -0.734 -2.065 0.909
H -1.047 -0.455 1.641
C -0.019 1.854 -0.259
N 1.187 0.982 -0.262
C 1.200 -0.279 -0.787
N 2.084 -1.170 -0.490
H 0.349 2.880 -0.415
H -0.668 1.546 -1.101
H -0.586 1.798 0.699
H 1.895 1.078 0.455
H 0.337 -0.511 -1.427
H 1.841 -2.082 -0.887
*
```

Relative energy (zero: lowest compared OMol25 entry of this formula, charge and spin), kJ/mol: 82.3
LUMO, eV: 4.020
Kohn-Sham gap, eV: 6.38
E_tot, eV: -17072.6736
Maximum force, eV Å⁻¹: 1.44



Below is 2 unconnected molecules or ions with the total composition C3H9N2S at a distorted geometry, with properties calculated with wB97M-V/def2-TZVPD.

The geometry in ORCA input format:
```
! RIJCOSX wB97M-V def2-TZVPD def2/J DEFGRID3
* xyz 1 1
C 0.358 0.303 -2.351
C -0.404 0.193 -1.166
C -1.811 -0.189 0.814
N 1.743 -0.282 1.387
N -0.555 -0.077 0.049
S -1.334 1.059 -2.304
H 1.291 0.892 -2.328
H 0.666 -0.511 -2.875
H -1.540 0.053 1.818
H -2.590 0.475 0.435
H -2.002 -1.252 0.798
H 2.745 -0.335 1.486
H 1.351 -0.688 2.215
H 0.345 -0.386 0.470
H 1.737 0.747 1.552
*
```

Relative energy (zero: lowest compared OMol25 entry of this formula, charge and spin), kJ/mol: 183.9
LUMO, eV: -3.907
Kohn-Sham gap, eV: 10.37
E_tot, eV: -17064.2602
Maximum force, eV Å⁻¹: 3.33